(1)
ORCA calculation (ωB97M-V/def2-TZVPD) on a cluster of 9 separate species, H18O9 in total at a distorted geometry.

## Properties
SMILES string   O.O.O.O.O.O.O.O.O
Kohn-Sham gap   10.46 eV
Energy above the lowest of the compared OMol25 structures with the same formula, charge and spin   351.5 kJ/mol

Geometry as ORCA input:
```
! RIJCOSX wB97M-V def2-TZVPD def2/J DEFGRID3
* xyz 0 1
H 1.01 1.69 -0.19
H 0.13 0.63 -0.85
H -1.09 2.05 1.74
H -0.04 3.12 1.47
H -2.56 0.13 1.59
H -3.21 -0.81 2.59
H 4.24 -2.21 -1.00
H 3.65 -0.93 -0.43
H 2.28 -1.77 1.84
H 1.72 -2.83 0.92
H -1.33 -2.06 -0.81
H -1.85 -0.71 -1.27
H -3.73 3.08 -1.67
H -2.73 2.20 -2.40
H -3.69 -3.20 0.11
H -3.55 -1.92 -0.69
H 5.00 1.00 -0.59
H 4.88 2.30 0.19
O 0.11 1.33 -0.18
O -0.98 2.92 1.35
O -2.56 -0.79 1.88
O 3.56 -1.54 -1.16
O 2.29 -2.06 0.92
O -1.04 -1.22 -1.19
O -2.81 2.81 -1.66
O -3.16 -2.79 -0.58
O 5.47 1.56 0.04
*
```

Listed below, in e, are the Löwdin charges computed for each atom:
1. H 0.04
2. H 0.02
3. H 0.01
4. H 0.03
5. H 0.03
6. H 0.04
7. H 0.04
8. H 0.01
9. H 0.05
10. H 0.05
11. H 0.02
12. H 0.02
13. H 0.03
14. H 0.03
15. H 0.05
16. H 0.04
17. H 0.02
18. H 0.03
19. O -0.07
20. O -0.08
21. O -0.05
22. O -0.08
23. O -0.06
24. O -0.06
25. O -0.06
26. O -0.06
27. O -0.06

=====

(2)
ORCA calculation (ωB97M-V/def2-TZVPD) on a structure of composition H18O9Y at a distorted geometry.

## Properties
Kohn-Sham gap   13.18 eV
Energy above the lowest of the compared OMol25 structures with the same formula, charge and spin   66.1 kJ/mol

Geometry as ORCA input:
```
! RIJCOSX wB97M-V def2-TZVPD def2/J DEFGRID3
* xyz 3 1
Y 0.08 0.05 -0.02
O -2.23 -0.48 -0.93
H -2.63 -0.89 -1.70
H -2.95 -0.37 -0.31
O 1.19 0.90 1.94
H 2.09 0.88 2.27
H 0.67 1.20 2.68
O -0.39 2.27 -0.32
H -1.29 2.56 -0.21
H 0.14 3.00 0.00
O -0.69 -1.43 1.55
H -0.38 -2.26 1.91
H -1.61 -1.38 1.80
O 0.09 -2.00 -1.29
H 0.41 -2.90 -1.23
H -0.48 -2.00 -2.05
O 2.31 0.75 -0.85
H 2.98 1.40 -0.65
H 2.72 0.17 -1.49
O 1.93 -1.48 0.59
H 2.21 -2.34 0.91
H 2.73 -0.96 0.55
O -0.10 0.50 -2.42
H 0.58 0.90 -2.95
H -0.91 0.65 -2.91
O -1.86 1.06 1.48
H -2.42 1.82 1.61
H -2.20 0.40 2.08
*
```

Listed below, in e, are the Löwdin charges computed for each atom:
1. Y 1.69
2. O -0.05
3. H 0.11
4. H 0.08
5. O -0.05
6. H 0.11
7. H 0.10
8. O -0.06
9. H 0.10
10. H 0.12
11. O -0.06
12. H 0.12
13. H 0.09
14. O -0.07
15. H 0.11
16. H 0.08
17. O -0.04
18. H 0.12
19. H 0.10
20. O -0.06
21. H 0.12
22. H 0.07
23. O -0.06
24. H 0.10
25. H 0.10
26. O -0.04
27. H 0.11
28. H 0.08

=====

(3)
ORCA calculation (ωB97M-V/def2-TZVPD) on a cluster of 10 separate species, H19O10 in total at a distorted geometry.

## Properties
Expectation value of S²   0.754
Kohn-Sham gap (alpha / beta)   9.77 / 6.15 eV
Energy above the lowest of the compared OMol25 structures with the same formula, charge and spin   4.4 kJ/mol

Geometry as ORCA input:
```
! RIJCOSX wB97M-V def2-TZVPD def2/J DEFGRID3
* xyz 0 2
O -0.59 2.56 0.69
H -1.20 2.25 1.38
H 1.11 -2.26 0.95
O 2.51 0.47 0.63
H 2.52 -0.31 1.20
H 1.69 2.99 0.14
O -3.41 -0.58 1.75
H 1.81 0.38 -0.03
H -2.90 -1.40 1.80
O 2.74 -2.02 -2.04
H -0.82 -1.39 3.81
H -0.98 2.01 -0.01
O -0.45 -0.73 3.22
H 1.93 -2.82 -0.21
H 2.60 -1.39 -1.32
O -2.51 1.55 -2.95
H -1.58 1.50 -2.70
H -2.93 0.73 -2.68
O -1.43 -1.38 0.02
H -0.09 -0.24 -0.22
H -2.02 -0.70 -0.36
O 0.31 -0.04 -1.09
H -0.18 -0.57 -1.73
H -0.54 -1.06 2.32
O 1.98 -2.60 0.74
H -2.72 -0.13 1.25
O 1.91 3.32 -0.75
H 2.19 -1.67 -2.75
H 1.02 3.56 -1.04
*
```

Listed below, in e, are the Löwdin charges computed for each atom:
1. O -0.04
2. H 0.05
3. H 0.01
4. O -0.05
5. H 0.02
6. H 0.01
7. O -0.03
8. H -0.03
9. H 0.03
10. O -0.05
11. H 0.05
12. H 0.02
13. O -0.04
14. H 0.02
15. H 0.01
16. O -0.04
17. H 0.02
18. H 0.03
19. O 0.01
20. H 0.01
21. H 0.04
22. O -0.04
23. H 0.06
24. H -0.02
25. O -0.04
26. H -0.01
27. O -0.07
28. H 0.04
29. H 0.02

=====

(4)
ORCA calculation (ωB97M-V/def2-TZVPD) on a cluster of 10 separate species, H19O10 in total at a distorted geometry.

## Properties
Expectation value of S²   0.755
Kohn-Sham gap (alpha / beta)   10.11 / 4.11 eV
Energy above the lowest of the compared OMol25 structures with the same formula, charge and spin   48.5 kJ/mol

Geometry as ORCA input:
```
! RIJCOSX wB97M-V def2-TZVPD def2/J DEFGRID3
* xyz 0 2
O 0.22 -0.30 0.45
H -0.18 -0.37 -0.43
O 0.67 1.80 -1.00
H -0.04 2.36 -0.70
H 0.71 1.10 -0.35
O -0.52 -1.80 2.57
H -0.90 -1.17 3.18
H -0.24 -1.28 1.82
O 3.42 1.17 -0.39
H 3.43 1.90 -1.01
H 2.49 1.00 -0.23
O 1.70 0.73 2.38
H 1.05 0.23 1.89
H 2.37 0.08 2.62
O -1.68 1.19 1.88
H -0.98 0.75 1.41
H -1.37 1.24 2.78
O -2.47 -1.05 0.20
H -2.65 -0.12 0.35
H -1.54 -1.15 0.41
O -1.32 0.82 -3.20
H -0.95 0.76 -4.08
H -0.62 1.18 -2.67
O -2.33 -1.53 -2.45
H -1.81 -0.76 -2.68
H -2.26 -1.59 -1.50
O 2.13 -2.05 -0.36
H 1.42 -1.69 0.18
H 2.23 -1.42 -1.07
*
```

Listed below, in e, are the Löwdin charges computed for each atom:
1. O -0.06
2. H 0.09
3. O -0.03
4. H 0.07
5. H -0.03
6. O -0.01
7. H 0.05
8. H -0.05
9. O -0.04
10. H 0.04
11. H -0.03
12. O -0.01
13. H -0.05
14. H 0.06
15. O -0.01
16. H -0.03
17. H 0.06
18. O 0.01
19. H 0.05
20. H -0.01
21. O -0.03
22. H 0.07
23. H 0.01
24. O -0.07
25. H -0.05
26. H -0.03
27. O 0.01
28. H -0.01
29. H 0.04

=====

(5)
ORCA calculation (ωB97M-V/def2-TZVPD) on a cluster of 9 separate species, H19O9 in total at a distorted geometry.

## Properties
Kohn-Sham gap   10.64 eV
Energy above the lowest of the compared OMol25 structures with the same formula, charge and spin   215.5 kJ/mol

Geometry as ORCA input:
```
! RIJCOSX wB97M-V def2-TZVPD def2/J DEFGRID3
* xyz 1 1
O 0.69 -0.83 0.59
H 0.46 -0.86 1.56
H 0.70 0.13 0.36
H -0.02 -1.32 0.10
O -1.16 -1.98 2.34
H -1.37 -2.12 3.26
H -1.78 -1.36 1.97
O -1.05 -1.96 -1.34
H -1.79 -1.48 -1.79
H -1.44 -2.83 -1.42
O -1.97 0.52 0.83
H -2.42 1.09 1.44
H -2.60 0.37 0.16
O 1.07 2.01 0.61
H 0.34 2.03 -0.03
H 1.90 1.64 0.23
O 0.55 1.02 3.19
H -0.19 0.64 3.59
H 0.19 1.53 2.45
O 2.84 0.52 -0.90
H 2.39 0.58 -1.76
H 3.71 0.86 -1.04
O -0.47 1.90 -1.56
H 0.13 2.41 -2.10
H -1.29 2.40 -1.41
O 0.95 -1.92 -3.31
H 0.36 -1.90 -2.55
H 1.29 -1.08 -3.48
*
```

Listed below, in e, are the Löwdin charges computed for each atom:
1. O 0.24
2. H 0.13
3. H 0.09
4. H 0.11
5. O -0.02
6. H 0.06
7. H 0.01
8. O -0.03
9. H 0.11
10. H 0.09
11. O -0.01
12. H 0.07
13. H 0.04
14. O -0.07
15. H -0.01
16. H 0.03
17. O -0.01
18. H 0.00
19. H 0.01
20. O -0.02
21. H 0.07
22. H 0.06
23. O -0.04
24. H 0.08
25. H 0.08
26. O -0.03
27. H -0.02
28. H -0.01

=====

(6)
ORCA calculation (ωB97M-V/def2-TZVPD) on a cluster of 9 separate species, H19O9 in total at a distorted geometry.

## Properties
Kohn-Sham gap   10.21 eV
Energy above the lowest of the compared OMol25 structures with the same formula, charge and spin   561.0 kJ/mol

Geometry as ORCA input:
```
! RIJCOSX wB97M-V def2-TZVPD def2/J DEFGRID3
* xyz 1 1
O 0.26 0.16 -1.62
H 0.61 0.24 -0.78
H -1.60 -0.60 1.30
O 2.08 -1.59 -0.65
H 2.53 -0.89 -1.29
O -1.68 1.16 -0.86
H 1.25 -2.04 -3.27
H -2.11 0.40 -0.56
O 0.86 -1.12 -3.58
H -0.82 1.33 -0.39
H 2.82 -2.22 -0.61
O -2.38 0.19 3.71
H -2.78 -2.94 0.35
H -2.15 0.99 4.14
O -2.93 -2.51 -0.54
H -3.66 -2.96 -0.91
H -2.62 -0.60 4.07
O 2.94 1.97 2.85
H 0.24 -0.83 -1.85
H 2.45 1.14 3.05
O 2.36 3.38 0.42
H 0.39 -0.85 -4.35
H 2.28 2.41 2.23
O -1.37 -0.73 0.35
H 2.30 4.09 -0.21
H 3.25 3.31 0.44
H -1.43 0.72 -1.82
H -1.06 -1.61 0.41
*
```

Listed below, in e, are the Löwdin charges computed for each atom:
1. O -0.10
2. H 0.00
3. H 0.10
4. O -0.10
5. H 0.12
6. O 0.20
7. H 0.13
8. H 0.05
9. O -0.09
10. H 0.17
11. H 0.05
12. O 0.01
13. H 0.08
14. H 0.04
15. O -0.05
16. H 0.02
17. H -0.01
18. O -0.10
19. H 0.08
20. H 0.04
21. O -0.01
22. H 0.05
23. H 0.02
24. O -0.05
25. H 0.05
26. H 0.00
27. H 0.25
28. H 0.05

=====

(7)
ORCA calculation (ωB97M-V/def2-TZVPD) on a structure of composition H19O9 at a distorted geometry.

## Properties
Kohn-Sham gap   11.50 eV
Energy above the lowest of the compared OMol25 structures with the same formula, charge and spin   159.2 kJ/mol

Geometry as ORCA input:
```
! RIJCOSX wB97M-V def2-TZVPD def2/J DEFGRID3
* xyz 1 1
O 2.21 2.78 -0.49
H 3.04 2.75 -0.01
H 2.42 3.04 -1.40
O 1.41 1.03 1.55
H 0.82 -1.15 2.03
O -1.75 2.51 -3.01
H -0.87 2.90 -3.14
H -1.87 1.87 -3.72
O 3.19 -2.08 -0.76
H 3.82 -2.73 -0.41
H 3.31 -1.45 -0.04
O 0.05 -0.97 2.59
H -1.26 -0.96 1.94
H 0.31 -0.16 3.03
O 0.51 -2.35 -0.63
H 1.28 -2.04 -1.15
H 0.38 -3.19 -1.10
O -2.55 1.63 0.67
H -3.47 1.86 0.83
H -2.50 1.71 -0.30
O -1.97 -1.55 -0.69
H -1.01 -1.82 -0.90
H -2.38 -2.43 -0.80
O -2.23 -0.77 1.63
H -2.36 0.16 1.25
H -2.12 -1.14 0.52
H 2.34 0.86 1.67
H 1.25 1.69 0.87
*
```

Listed below, in e, are the Löwdin charges computed for each atom:
1. O -0.05
2. H 0.04
3. H 0.06
4. O -0.05
5. H 0.07
6. O -0.06
7. H 0.04
8. H 0.04
9. O -0.05
10. H 0.07
11. H 0.05
12. O 0.00
13. H 0.05
14. H 0.07
15. O -0.04
16. H 0.05
17. H 0.08
18. O 0.00
19. H 0.09
20. H 0.08
21. O 0.04
22. H 0.06
23. H 0.12
24. O 0.04
25. H 0.05
26. H 0.06
27. H 0.05
28. H 0.02

=====

(8)
ORCA calculation (ωB97M-V/def2-TZVPD) on a structure of composition H19O9 at a distorted geometry.

## Properties
Kohn-Sham gap   11.08 eV
Energy above the lowest of the compared OMol25 structures with the same formula, charge and spin   239.8 kJ/mol

Geometry as ORCA input:
```
! RIJCOSX wB97M-V def2-TZVPD def2/J DEFGRID3
* xyz 1 1
O 0.55 -3.51 0.95
H 0.85 -3.34 1.85
H -1.43 2.34 -0.78
O 1.83 -0.32 3.19
H 2.56 -0.13 2.59
O -0.81 -0.31 -3.34
H 3.44 0.40 0.47
H -1.17 -0.25 -2.45
O 2.61 0.15 0.07
H 1.27 -3.81 0.41
H 2.31 -0.18 4.01
O -0.51 2.17 -1.10
H 2.50 -1.15 -2.95
H 0.17 1.89 0.18
O 2.38 -0.39 -2.35
H 1.41 -0.56 -2.41
H -0.71 1.35 -1.57
O -3.92 -0.09 1.65
H -1.35 -1.03 -3.70
H -3.01 0.72 -0.08
O 0.89 1.62 0.90
H 2.46 -0.33 -0.81
H -4.29 -0.53 0.88
O -3.09 1.62 -0.39
H -3.65 -0.82 2.22
H 1.77 0.97 0.57
H 0.47 1.32 1.71
H -3.51 2.17 0.28
*
```

Listed below, in e, are the Löwdin charges computed for each atom:
1. O -0.06
2. H 0.03
3. H 0.07
4. O -0.04
5. H 0.02
6. O -0.03
7. H 0.11
8. H 0.02
9. O 0.04
10. H 0.03
11. H 0.06
12. O 0.00
13. H 0.10
14. H 0.07
15. O -0.02
16. H 0.06
17. H 0.04
18. O -0.05
19. H 0.07
20. H 0.02
21. O 0.09
22. H 0.06
23. H 0.05
24. O -0.04
25. H 0.06
26. H 0.05
27. H 0.11
28. H 0.07

=====

Values for E, eV, ordered as above
-18718.492; -19741.014; -20779.827; -20779.370; -18729.451; -18725.871; -18730.035; -18729.200